Entry 1:
Density functional theory data (ωB97M-V/def2-TZVPD) for 9 unconnected molecules or ions with the total composition C30H61N9O10 in a non-equilibrium geometry.

```
110
Properties=species:S:1:pos:R:3:forces:R:3:lowdin_charge:R:1
O -5.21572 4.91109 -0.21343 0.05 -0.98 -0.01 -0.016
O -1.63972 1.29409 3.60957 0.54 -2.24 -2.65 0.043
O 0.06328 -3.04191 1.63757 -5.30 -0.57 2.01 -0.086
O -8.48672 0.09809 3.53257 1.94 -0.84 -0.89 -0.013
O 5.80928 -0.29991 0.67757 0.98 1.49 -0.18 -0.001
O -3.20472 -4.34991 -1.50943 -2.96 0.43 -0.01 -0.061
O 2.27428 0.99109 -4.16643 3.00 0.82 -1.88 -0.049
O 5.88228 2.87909 1.20157 1.65 -0.72 -2.39 -0.068
O -1.11472 0.31109 -2.11343 2.13 -0.84 -1.60 -0.049
O -2.03572 0.23309 1.62957 1.25 0.58 3.41 -0.017
N -4.46072 -2.60291 -0.77343 0.14 -1.42 0.01 -0.153
N -0.68072 -0.93291 -3.94543 -0.50 -1.54 -1.56 -0.164
N -1.46372 -2.81091 3.40157 2.26 -1.53 -4.46 -0.203
N 7.39328 2.73209 -0.54443 -1.69 1.45 -0.39 -0.216
N -4.65972 2.75109 -0.31043 -4.41 -7.27 -1.81 -0.187
N 4.23428 -1.82491 0.68957 -3.47 -1.74 3.99 -0.149
N -6.19772 -0.24291 3.56557 0.00 -0.02 3.31 -0.135
N 4.51928 1.40109 -4.12543 2.43 -1.44 2.79 -0.133
N -1.28572 0.75709 2.51757 -0.89 2.22 -1.54 -0.294
C -5.93772 2.09609 -0.52743 -3.37 3.07 0.86 -0.009
C -0.27372 -0.18991 -2.93643 -7.32 0.46 2.15 -0.294
C 3.15828 -2.50791 1.48357 0.94 0.20 -1.90 -0.033
C 0.04528 1.06909 1.99157 6.04 0.18 -2.04 -0.100
C -4.86472 -0.23291 2.90957 -2.67 1.72 -3.97 -0.062
C -3.24972 -1.73291 -0.64943 0.92 0.43 -0.63 -0.057
C 2.86328 1.57809 0.80957 -4.57 0.79 3.95 -0.095
C -4.44172 3.94509 -0.20543 1.98 10.12 0.45 -0.428
C -7.39572 -0.03391 2.94557 -0.90 1.11 3.25 -0.327
C 4.24028 -2.34991 -0.61843 -4.68 -0.41 1.98 -0.055
C 0.57228 0.37109 0.69257 2.76 3.54 3.17 0.100
C -4.35772 -3.88591 -1.31743 2.88 0.06 0.65 -0.277
C -3.59972 1.88609 -0.24443 0.34 -2.53 6.90 -0.080
C 1.98728 0.66109 0.15457 -4.53 1.06 3.84 -0.031
C 4.70028 0.81109 -2.72543 7.43 15.70 -5.04 0.060
C 4.85628 -0.76391 1.26157 0.84 -1.38 -1.50 -0.329
C -5.73572 -1.88391 -0.62743 0.70 -3.27 -1.87 -0.041
C -1.17772 -3.20991 2.09357 10.36 4.19 3.78 -0.143
C -6.20172 -0.40591 5.11157 -2.59 2.27 -0.64 -0.013
C 8.62428 2.27809 -1.02543 -0.39 0.17 -1.56 -0.072
C 2.52428 2.39009 2.06757 -3.45 -3.11 0.29 0.028
C -2.04172 -1.51591 -4.01843 4.03 -2.10 -5.31 -0.021
C -2.70472 -3.03391 3.95757 -3.66 -0.44 -1.31 -0.097
C 5.59128 2.28409 -4.55443 2.72 -1.31 -0.02 -0.067
C 0.30128 -1.43391 -4.98443 1.11 -2.03 2.85 -0.031
C 6.79628 3.89309 -1.26443 -1.60 0.74 2.29 -0.040
C -0.42172 -2.26491 4.18757 -0.71 2.17 4.62 -0.069
C 1.04028 2.00209 2.66357 1.89 0.01 -3.50 0.040
C 3.35128 1.43909 -4.70343 -4.05 -0.96 2.66 -0.291
C 6.88928 2.36409 0.60957 -3.11 2.11 3.83 -0.338
H 3.42428 -2.01291 -1.20543 -0.58 0.98 -0.87 0.090
H 0.56128 -2.75691 4.34357 -0.92 0.02 -0.75 0.104
H -6.00872 1.66009 -1.48443 0.30 -0.69 -1.21 0.067
H -1.77572 -3.60691 1.45057 -4.72 -2.53 -3.33 0.064
H 7.41628 1.74109 1.29157 1.15 -1.33 -0.39 0.123
H -5.29572 -4.53191 -1.50543 1.03 1.38 0.35 0.151
H -3.84272 0.81409 0.02357 -0.31 1.41 -0.27 0.081
H 5.63928 3.59309 -1.60743 3.40 0.97 0.27 0.127
H -3.31872 -0.85291 -1.34743 -0.65 -0.25 1.24 0.074
H -5.65672 -1.22591 -1.39343 -0.42 2.95 -1.91 0.051
H 6.59428 4.70209 -0.34743 0.56 -1.71 -2.75 0.136
H 0.91628 -2.23491 -4.26843 -0.86 1.85 -2.49 0.140
H -0.93072 -2.14291 5.24657 1.07 -1.23 -1.35 0.122
H -3.40572 -3.59191 3.24157 1.11 0.79 0.70 0.132
H -5.97472 -1.48891 0.27057 0.19 1.59 3.14 0.029
H 6.68828 2.01309 -4.13743 -2.84 0.32 -0.49 0.132
H 8.45028 2.31209 -2.08543 0.89 -0.52 -0.77 0.076
H 4.34528 1.63409 -2.09543 0.48 -0.26 0.48 0.109
H 5.71728 2.09909 -5.60543 0.06 0.35 -0.70 0.073
H -3.07572 2.28909 0.67457 0.28 -1.12 -0.87 0.113
H 5.43928 3.33409 -4.38243 -0.30 0.42 0.31 0.075
H -6.93772 -1.05291 5.67057 -0.02 0.54 -1.70 0.096
H -0.14472 -2.04391 -5.83143 0.16 1.11 1.25 0.091
H -4.70572 0.69509 2.08857 -1.25 -2.70 1.55 0.141
H 3.74828 1.59609 0.34157 3.55 0.88 -1.12 0.006
H 3.20228 3.12109 2.82157 -1.84 -2.28 -2.84 0.151
H -2.11972 -2.64891 -4.11943 0.72 1.33 0.72 0.125
H 3.43628 -3.53291 1.74757 0.10 0.26 0.15 0.097
H 4.19928 -3.39691 -0.76543 -0.57 -1.63 1.21 0.099
H -3.19172 -2.09391 4.15457 -0.41 0.47 0.31 0.064
H -2.99672 -1.47591 0.41657 -0.73 0.06 -1.10 0.073
H 0.95928 -0.59691 -5.32243 -0.59 -0.88 0.29 0.061
H -7.30672 0.21209 1.93657 0.24 0.05 -2.22 0.088
H 5.11528 -2.22491 -0.90943 7.72 2.21 -3.98 0.011
H -2.24572 -1.15791 -5.01643 -1.04 -0.33 -0.71 0.084
H 4.54628 -0.41191 2.27357 -0.25 -0.49 -0.59 0.154
H -6.63172 -2.44991 -0.84543 0.15 -0.96 -0.33 0.096
H -6.33372 0.62809 5.60157 0.50 -1.51 -0.82 0.114
H -6.18972 1.34909 0.23057 0.44 0.13 0.03 0.054
H -3.92172 -0.04391 3.28657 1.27 0.31 2.80 0.011
H 0.68628 -0.26791 -2.75443 5.30 0.70 0.71 0.062
H -6.86272 2.88909 -0.52043 2.55 -1.65 0.18 0.154
H -2.72872 -3.60691 4.83957 0.44 -0.79 1.30 0.077
H 0.72828 2.71209 3.41857 -0.20 -0.52 0.39 0.064
H 2.30428 -2.54891 0.82657 -0.56 -0.17 0.07 0.056
H -4.84572 -1.22291 2.49957 0.75 -0.28 -1.18 0.062
H 9.45228 2.86309 -0.77043 1.25 1.50 0.36 0.080
H 4.27428 0.11509 -2.51443 -9.76 -14.50 3.34 -0.083
H 8.87628 1.33009 -0.69943 0.07 -2.21 0.53 0.078
H -2.26672 -2.05691 -1.08143 -1.21 -1.08 0.49 0.092
H 2.26728 0.21909 -0.77443 0.18 -0.34 -0.38 0.067
H -0.11972 -0.27391 0.24457 -0.55 -0.89 -0.90 0.045
H 7.63528 4.23209 -2.00443 -2.32 -0.38 1.03 0.108
H -3.31272 4.18809 -0.13843 -1.19 -0.38 0.13 0.168
H 5.71228 0.55209 -2.55643 1.26 0.42 0.01 0.094
H -5.31872 -0.85991 5.35557 2.66 -0.61 0.56 0.018
H 3.36928 2.03309 -5.58243 -0.36 0.40 -1.36 0.127
H -2.91972 1.81109 -0.93843 3.30 0.12 -4.54 0.030
H -2.77472 -1.15091 -3.49443 -3.27 2.20 3.75 0.002
H 2.91428 -1.89591 2.29557 -0.44 0.58 1.50 0.058
H -0.32672 -1.15291 4.21457 0.51 -0.51 -1.58 0.079
```
Forces are in eV/Å.

Results
**Frontier orbital gap**: 7.6028 eV
**Multiplicity**: 1
**ΔE to the lowest compared entry with this formula, charge and spin**: 51.7 kcal per mole
**LUMO level**: -1.3 eV
**HOMO level**: -8.86 eV
**E**: -2424.17475 a.u.
**SMILES**: O=[N+]([O-])c1ccccc1.CN(C)C=O.CN(C)C=O.CN(C)C=O.CN(C)C=O.CN(C)C=O.CN(C)C=O.CN(C)C=O.CN(C)C=O

=====

Entry 2:
Density functional theory data (ωB97M-V/def2-TZVPD) for a molecular structure, C30H62AlBr2Cl4KN5O11P in a non-equilibrium geometry.

```
117
Properties=species:S:1:pos:R:3:forces:R:3:lowdin_charge:R:1
Br -2.91154 1.46714 4.49781 0.02 0.05 0.33 0.912
Br -3.04293 -2.68113 2.61832 -0.30 -0.23 -0.27 0.973
K -4.66553 3.73743 -1.50912 0.99 -3.18 1.45 1.020
Cl 6.49839 2.19242 -2.40470 -0.48 0.07 -0.19 -0.249
Cl -10.07282 5.04550 -7.31561 -0.02 -0.02 -0.08 0.062
Cl -2.99541 -1.85599 7.80950 -0.11 0.04 0.10 0.561
Cl -1.54781 0.62692 8.44237 0.00 0.00 -0.02 0.527
P 1.98740 1.26487 -1.47494 0.67 0.33 -1.15 0.440
Al 7.53076 -0.61479 -6.06735 0.71 -0.06 -0.73 1.014
O -1.28237 -0.75716 -4.08060 0.17 -0.35 -0.50 0.133
O -1.55312 4.53007 4.12428 -0.07 0.07 -0.17 -0.074
O 4.80896 -1.48741 -3.35323 -0.96 -0.64 0.43 -0.179
O -7.57373 5.56362 -4.20473 -0.13 0.04 -0.05 0.076
O 3.37616 1.98629 -1.66950 -0.87 -0.47 0.67 -0.131
O 1.16689 2.26825 -0.54968 0.01 -0.15 -0.08 -0.107
O -6.07850 6.32642 -2.85377 -0.10 0.08 -0.05 0.054
O -0.97214 -0.84145 -1.87558 0.59 0.55 0.16 -0.001
O -6.35394 4.08551 -3.04064 -0.48 0.49 -0.39 -0.044
O -2.67247 -1.83236 -6.60107 -0.07 0.04 0.01 0.019
O 1.31029 0.88965 -2.72863 -0.23 -0.12 0.27 -0.243
N -0.56948 -1.42486 1.55774 0.25 0.63 0.17 -0.007
N 9.64533 1.10696 -4.48422 -0.33 -0.36 -0.41 0.151
N 0.76193 0.47694 1.82555 -0.38 -0.99 0.67 0.127
N 1.14795 -0.94739 0.00390 0.15 -0.16 -0.22 0.021
N -3.21368 1.16480 1.22369 -0.01 0.25 -0.36 0.039
C -1.33649 -0.21316 -3.01714 -0.10 0.00 -0.17 -0.514
C -0.07856 -4.68028 3.39211 0.02 0.18 0.26 -0.208
C 4.34324 -1.02639 -4.60181 -0.03 0.10 -0.18 -0.287
C 8.69865 3.25241 -5.61850 -0.04 0.16 0.01 -0.057
C 0.15347 -2.33558 2.54722 -0.22 -0.42 -0.24 -0.141
C -2.96495 -0.36997 8.77941 -0.05 0.02 0.01 -0.974
C -8.27429 4.46741 -4.83755 0.00 -0.08 -0.08 -0.020
C 1.13369 -4.59342 4.34939 -0.26 -0.40 -0.07 -0.188
C -2.06909 0.31648 0.91174 -0.46 -0.15 0.09 -0.193
C 1.43575 -3.04220 6.39222 -0.18 -0.10 0.13 -0.241
C -3.23726 -0.32458 3.99067 -0.14 0.13 0.23 -0.717
C 2.32718 -0.17206 -0.41227 -0.04 0.10 0.62 -0.099
C 4.24569 -2.08104 -5.68947 0.17 -0.17 0.08 -0.076
C 0.80230 -2.12562 -0.80972 -0.15 -0.05 0.06 -0.055
C -4.37238 -0.94526 4.75037 0.26 -0.27 -0.09 -0.186
C -0.36288 0.58382 2.79442 -0.58 1.29 -0.33 -0.103
C -1.43051 -0.32959 2.17343 0.17 -1.08 -0.22 -0.413
C 7.02553 -0.73124 -3.42674 0.58 -0.58 0.58 -0.216
C 0.11429 -3.81901 2.14550 -0.15 -0.06 0.23 -0.220
C -1.88936 1.17620 -2.88065 -0.24 0.09 0.48 -0.118
C -3.43901 1.11669 -2.89733 0.50 0.05 -0.19 -0.060
C 6.14058 -1.93751 -3.23864 0.06 0.54 -0.30 -0.244
C 0.78685 -4.32618 5.82440 0.12 0.28 0.06 -0.188
C 9.22945 2.04945 -4.99716 -0.02 0.03 0.14 -0.309
C 0.07353 -1.80031 -2.09760 -0.33 -0.56 -0.20 -0.124
C -6.66335 5.22950 -3.34993 -0.02 0.02 -0.20 -0.595
C -2.52040 -0.91981 3.04552 0.39 0.30 0.10 -0.624
C 0.46738 -0.63647 1.06842 0.56 -0.16 -0.43 -0.332
C -5.03507 6.12761 -1.91502 -0.34 1.33 -0.38 -0.117
C 0.48195 -2.12837 7.17388 0.19 0.14 0.14 -0.133
H -1.84227 3.64722 3.87341 0.12 0.02 0.01 -0.087
H 3.61436 -2.90717 -5.36305 -0.03 0.01 -0.02 0.089
H -0.46129 -2.60844 7.42597 0.08 -0.08 -0.06 0.010
H 1.73185 -2.61721 -1.09690 0.03 -0.06 0.14 0.145
H 0.22936 -2.81213 -0.19950 -0.07 0.09 0.06 0.107
H -3.85093 0.20554 8.54193 -0.01 0.00 -0.01 0.025
H 8.93224 3.26797 -6.68178 0.03 -0.02 0.00 0.089
H -2.95252 -0.65294 9.82427 0.04 -0.01 0.01 0.031
H -1.32308 0.90748 0.37468 0.10 -0.12 0.02 0.113
H 0.74893 -1.44095 -2.86748 -0.02 0.24 0.02 0.116
H 1.19784 -2.02254 2.61811 -0.03 0.11 0.28 0.126
H -3.87798 1.78424 -2.16255 0.20 -0.55 0.06 -0.035
H -5.19993 -1.16519 4.07466 -0.10 0.11 0.06 0.086
H 3.81403 -1.64751 -6.59155 -0.03 0.02 0.01 0.090
H -3.18123 2.01335 0.67456 0.12 0.07 0.16 0.048
H 0.81382 2.97605 -1.10680 0.03 0.15 0.10 0.096
H 7.62039 3.29336 -5.46786 0.00 -0.01 0.07 0.076
H 1.05542 -4.12062 1.67987 -0.06 0.09 -0.25 0.117
H 1.66535 -5.54078 4.25934 0.23 0.10 0.02 0.112
H -4.08365 0.70657 0.98586 -0.03 -0.13 0.21 0.089
H -4.21495 5.57291 -2.37414 0.08 0.88 -0.29 0.053
H -2.35695 -0.52628 0.28051 0.10 0.08 -0.09 0.118
H -8.97820 4.92791 -5.55097 0.05 0.06 0.12 -0.071
H 6.36515 -2.82044 -3.85145 -0.11 0.13 -0.20 0.122
H -4.04146 -1.89268 5.17393 -0.05 -0.03 -0.02 0.034
H -0.97532 -4.32866 3.90816 -0.03 -0.03 0.00 0.070
H -0.71009 -3.95707 1.44613 0.07 -0.12 -0.06 0.083
H -0.31223 -2.21829 3.52605 0.01 0.18 0.00 0.121
H 2.25543 -3.33295 7.04808 0.12 0.05 -0.09 0.104
H 5.21235 -2.51705 -5.96444 0.01 0.05 0.03 0.038
H -2.19507 -1.71353 -5.75754 0.08 0.08 0.05 -0.037
H 6.98352 -0.24529 -4.41309 -0.52 0.31 0.67 -0.184
H -0.26969 -5.71972 3.12871 0.00 0.01 -0.15 0.118
H -3.82194 1.42121 -3.86871 -0.08 -0.23 -0.06 0.096
H 4.93771 -0.15899 -4.93533 -0.05 0.01 -0.01 0.090
H -4.68985 -0.31602 5.57260 -0.13 0.10 -0.06 0.052
H -3.75734 0.10147 -2.67582 -0.35 0.07 0.00 0.098
H 8.07969 -0.92968 -3.22106 0.01 0.16 0.07 0.098
H 6.26026 -2.24633 -2.20084 -0.01 -0.09 -0.01 0.134
H -1.49911 1.64623 -1.97739 -0.03 -0.08 0.08 0.093
H 2.87709 0.14286 0.47340 0.11 0.10 -0.08 0.118
H 1.87955 -2.46961 5.57406 0.09 -0.02 0.01 0.084
H 4.06087 1.50477 -2.16900 0.65 0.41 -0.13 0.002
H 0.25349 -1.21253 6.62499 -0.15 -0.05 -0.07 0.042
H -7.57497 3.84416 -5.38725 0.03 0.00 0.03 0.110
H -0.29658 -4.25904 5.94777 -0.02 0.00 -0.08 0.097
H -4.67389 7.10796 -1.62356 -0.10 0.06 -0.07 0.130
H 1.81538 -3.81436 4.00051 0.09 -0.05 0.00 0.089
H 1.64650 0.30970 2.29929 0.26 0.65 -0.20 0.159
H 3.34256 -0.64339 -4.39555 0.04 0.11 -0.02 0.118
H 0.92657 -1.80289 8.11415 0.01 0.02 0.02 0.071
H -0.10462 0.41794 3.83784 0.17 -0.44 -0.09 0.129
H 2.98602 -0.83571 -0.97340 0.00 0.06 -0.10 0.118
H -0.36279 -2.73635 -2.44918 0.02 -0.02 -0.08 0.146
H -5.41337 5.61248 -1.03280 -0.26 0.91 0.13 0.052
H -8.82362 3.89037 -4.09871 -0.01 0.03 0.03 0.114
H 6.62152 0.07935 -2.80017 0.52 0.05 -0.04 -0.064
H -0.72766 1.60685 2.72834 0.07 0.08 0.14 0.088
H 9.14005 4.12935 -5.14843 0.02 -0.01 0.03 0.099
H -1.51217 1.73237 -3.73435 0.05 0.00 -0.02 0.131
H -0.59965 4.47473 4.23967 0.00 -0.01 0.06 0.040
H 1.10253 -5.16383 6.44485 -0.07 -0.09 -0.04 0.111
```
Forces are in eV/Å.

Results
**Frontier orbital gap**: 1.0932 eV
**Multiplicity**: 1
**LUMO level**: -10.4 eV
**Net charge**: +2
**HOMO level**: -11.48 eV
**E**: -10453.39829 a.u.

=====

- Among the records above, which one has the lowest LUMO level?
  C30H62AlBr2Cl4KN5O11P

=====

- Look up the LUMO level of the second one.
  -10.4 eV

=====

- Among the records above, which one has the highest LUMO level?
  C30H61N9O10

=====

- Number 2 is which compound?
  C30H62AlBr2Cl4KN5O11P